Molecular formula: C3H3BrF2O
Method: DFT, the ωB97M-V functional and the def2-TZVPD basis

Each atom is followed by the atoms it is bonded to, with distances in Å.
Atoms and positions in Å:
1 C -0.303 0.580 -0.032  C2 1.387, O4 1.335, F5 1.382
2 C -0.084 1.935 -0.228  C1 1.387, F6 1.295, Br7 1.892
3 C 0.192 -1.692 0.319  O4 1.437, H8 1.119, H9 1.176, H10 1.028
4 O 0.646 -0.356 0.045  C1 1.335, C3 1.437
5 F -1.632 0.223 -0.162  C1 1.382
6 F -1.005 2.821 -0.439  C2 1.295
7 Br 1.694 2.566 -0.369  C2 1.892
8 H 1.046 -2.095 0.920  C3 1.119
9 H 0.190 -2.130 -0.772  C3 1.176
10 H -0.742 -1.852 0.719  C3 1.028

* gap between HOMO and LUMO (spin up / spin down): 0.20985 / 0.35272 Ha
* charge: 0
* max |F|: 6.02 eV/A
* relative energy (zero: lowest compared OMol25 entry of this formula, charge and spin): 26.4 kcal per mole
* spin multiplicity: 3
* LUMO energy (spin up / spin down): 0.7 / -1.4 eV
* total energy: -2964.8806 Ha
* molecular weight: 172.96 g mol⁻¹

These are the Mulliken partial charges, in e, on atoms 1 to 2:
1. C 0.54
2. C 0.09